The following is a quantum chemistry calculation of C28H23BBrF4KN3O9P3S as an isolated structure, from the OMol25 dataset.

Values from the calculation:
Net charge: -2
HOMO (eV): -2.39

Each line ends with the Löwdin charge.
Atoms and positions in Å:
K 0.839 0.876 0.898  0.660
O 0.023 4.342 4.192  -0.157
P -0.237 2.897 3.481  0.155
O -1.580 2.380 3.808  -0.306
O 0.218 3.047 2.055  -0.439
O 0.907 2.029 4.282  -0.288
P 1.064 0.426 4.382  0.151
O 2.673 0.277 4.040  -0.192
O 0.847 -0.045 5.767  -0.321
O 0.379 -0.214 3.199  -0.460
H 0.411 4.894 3.505  0.049
H 3.129 0.383 4.881  0.051
F -2.999 3.102 -6.798  0.060
C -2.692 2.948 -5.487  -0.171
C -3.415 3.675 -4.556  -0.167
F -4.412 4.494 -4.964  0.063
C -3.106 3.542 -3.214  -0.238
F -3.892 4.224 -2.345  0.058
C -2.060 2.721 -2.810  -0.418
P -1.533 2.462 -1.078  1.088
C -2.117 3.920 -0.120  -0.373
C -2.986 3.881 0.959  -0.084
C -3.242 5.027 1.699  -0.085
C -2.649 6.230 1.355  -0.111
C -1.779 6.280 0.272  -0.106
C -1.504 5.130 -0.444  -0.119
C -2.666 1.120 -0.517  -0.352
C -2.518 0.612 0.778  -0.137
C -3.295 -0.450 1.221  -0.091
C -4.217 -1.044 0.371  -0.106
C -4.359 -0.559 -0.921  -0.094
C -3.595 0.513 -1.358  -0.073
C -1.316 1.959 -3.730  -0.053
Br 0.581 -0.954 -2.035  0.829
C -1.690 2.104 -5.041  -0.300
F -1.053 1.397 -6.041  -0.010
H -3.444 2.947 1.255  0.097
H -3.890 4.968 2.564  0.101
H -2.845 7.121 1.941  0.087
H -1.299 7.213 0.001  0.090
H -0.798 5.161 -1.268  0.104
H -1.824 1.036 1.500  0.071
H -3.173 -0.803 2.239  0.110
H -4.815 -1.880 0.713  0.090
H -5.069 -1.018 -1.599  0.094
H -3.705 0.871 -2.374  0.099
C 5.772 -3.613 1.575  -0.107
C 4.682 -3.190 2.553  -0.236
C 3.394 -2.875 1.860  -0.571
N 3.314 -2.641 0.604  0.111
N 2.035 -2.304 0.226  0.022
C 1.166 -2.315 1.223  -0.639
N -0.161 -2.086 1.161  0.130
S 1.901 -2.727 2.716  1.205
H 6.695 -3.833 2.111  0.066
H 5.964 -2.824 0.851  0.073
H 5.471 -4.498 1.014  0.075
H 4.990 -2.301 3.111  0.115
H 4.500 -3.972 3.294  0.106
H -0.525 -1.811 0.254  0.057
H -0.499 -1.542 1.959  0.071
O 0.880 -3.782 -1.473  0.081
B 1.589 -2.500 -1.432  -1.169
O 2.846 -2.695 -2.134  0.077
C 2.986 -4.029 -2.261  -0.233
C 4.080 -4.732 -2.710  -0.007
C 3.973 -6.129 -2.768  -0.124
C 2.809 -6.774 -2.389  -0.125
C 1.696 -6.055 -1.932  -0.009
C 1.809 -4.684 -1.874  -0.220
H 4.984 -4.215 -3.004  0.111
H 4.816 -6.713 -3.117  0.086
H 2.756 -7.855 -2.446  0.086
H 0.782 -6.548 -1.632  0.110

***

The following is a quantum chemistry calculation of a 9-piece molecular cluster, C29H74N6O8S8 overall, from the OMol25 dataset.

Values from the calculation:
HOMO (eV): -8.33

Each line ends with the Löwdin charge.
Atoms and positions in Å:
C -0.247 2.876 0.032  -0.077
C -0.043 2.516 -1.435  -0.265
N -1.271 1.936 -1.976  0.007
C -1.217 1.322 -3.295  -0.461
N -0.947 -0.125 -3.251  0.120
C -0.098 1.874 -4.083  -0.172
N 0.786 2.263 -4.700  0.214
C -2.563 1.547 -4.099  -0.387
C -2.484 0.633 -5.266  -0.195
N -2.487 -0.025 -6.206  0.182
C -3.803 1.059 -3.310  -0.113
C -4.414 1.903 -2.181  -0.191
C -5.482 2.911 -2.626  -0.215
C -6.576 3.112 -1.575  -0.204
C -7.811 3.861 -2.102  -0.275
N -9.034 3.051 -1.935  -0.010
N -2.747 2.868 -4.706  0.034
C -2.604 4.086 -3.885  -0.262
C -1.416 4.957 -4.281  -0.085
H -0.768 2.080 0.566  0.072
H 0.723 3.037 0.500  0.075
H -0.808 3.807 0.130  0.070
H 0.186 3.430 -1.984  0.100
H 0.813 1.836 -1.515  0.096
H -1.666 1.276 -1.320  0.116
H -0.008 -0.226 -2.869  0.047
H -1.569 -0.559 -2.576  0.081
H -3.566 0.061 -2.932  0.110
H -4.585 0.911 -4.057  0.120
H -4.920 1.195 -1.517  0.107
H -3.653 2.396 -1.581  0.090
H -5.921 2.592 -3.576  0.114
H -5.019 3.884 -2.792  0.090
H -6.130 3.673 -0.748  0.105
H -6.898 2.151 -1.168  0.101
H -7.644 4.092 -3.159  0.103
H -7.967 4.778 -1.543  0.071
H -9.201 2.487 -2.759  0.058
H -9.833 3.666 -1.843  0.056
H -2.106 2.943 -5.487  0.100
H -3.501 4.692 -4.033  0.095
H -2.559 3.847 -2.826  0.094
H -1.581 5.963 -3.889  0.073
H -1.341 5.047 -5.366  0.078
H -0.472 4.607 -3.868  0.043
C 3.667 -1.911 -0.353  -0.261
S 3.175 -0.948 -1.774  0.824
O 1.736 -0.584 -1.585  -0.563
C 3.197 -2.295 -2.953  -0.263
H 3.669 -1.248 0.512  0.055
H 2.958 -2.726 -0.210  0.022
H 4.674 -2.295 -0.516  0.061
H 2.515 -3.074 -2.612  0.041
H 4.208 -2.688 -3.049  0.044
H 2.875 -1.897 -3.913  0.040
C -0.446 -4.667 -2.493  -0.261
S -0.199 -4.068 -0.820  0.810
O 1.259 -4.166 -0.541  -0.560
C -0.972 -5.456 0.016  -0.269
H 0.014 -3.945 -3.166  0.047
H 0.032 -5.640 -2.603  0.062
H -1.514 -4.730 -2.700  0.056
H -0.461 -6.377 -0.264  0.058
H -2.026 -5.499 -0.256  0.053
H -0.873 -5.285 1.086  0.049
C -7.209 6.694 2.138  -0.270
S -8.453 5.531 1.564  0.800
O -8.918 6.026 0.241  -0.552
C -9.715 5.995 2.755  -0.272
H -6.345 6.592 1.485  0.048
H -7.606 7.706 2.076  0.058
H -6.928 6.448 3.162  0.053
H -9.936 7.057 2.649  0.058
H -9.364 5.768 3.761  0.053
H -10.602 5.406 2.533  0.050
C 5.724 1.554 -2.917  -0.276
S 6.564 1.413 -1.335  0.795
O 5.519 1.235 -0.292  -0.562
C 7.092 3.128 -1.260  -0.273
H 5.275 0.589 -3.136  0.013
H 4.945 2.314 -2.847  0.064
H 6.453 1.811 -3.685  0.054
H 6.215 3.775 -1.305  0.058
H 7.769 3.334 -2.088  0.052
H 7.611 3.270 -0.315  0.049
C 4.055 -4.316 2.738  -0.276
S 4.877 -4.445 4.327  0.806
O 3.806 -4.610 5.352  -0.572
C 5.412 -2.734 4.419  -0.261
H 3.604 -5.281 2.516  0.050
H 3.280 -3.551 2.788  0.058
H 4.788 -4.070 1.970  0.049
H 4.541 -2.083 4.356  0.061
H 6.107 -2.529 3.605  0.056
H 5.911 -2.585 5.376  0.036
C 3.480 -0.937 8.689  -0.270
S 5.173 -1.490 8.884  0.810
O 5.938 -0.934 7.729  -0.570
C 4.834 -3.200 8.492  -0.265
H 3.459 0.142 8.836  0.050
H 3.149 -1.173 7.676  0.056
H 2.852 -1.431 9.430  0.015
H 4.385 -3.248 7.498  0.030
H 4.168 -3.626 9.242  0.029
H 5.784 -3.733 8.490  0.055
C 3.574 -2.371 -7.111  -0.266
S 3.944 -4.020 -6.505  0.815
O 4.440 -3.863 -5.111  -0.558
C 5.388 -4.292 -7.537  -0.272
H 2.716 -1.999 -6.554  0.047
H 4.436 -1.725 -6.944  0.060
H 3.324 -2.422 -8.170  0.055
H 6.122 -3.510 -7.339  0.058
H 5.090 -4.290 -8.585  0.053
H 5.799 -5.263 -7.272  0.049
C 0.599 -4.044 8.354  -0.256
S 0.732 -3.344 10.002  0.812
O 2.169 -3.416 10.385  -0.563
C -0.083 -4.690 10.865  -0.269
H 1.097 -3.365 7.665  0.047
H 1.093 -5.015 8.332  0.065
H -0.454 -4.136 8.087  0.054
H 0.454 -5.617 10.668  0.060
H -1.117 -4.760 10.529  0.054
H -0.054 -4.459 11.927  0.051

***

The following is a quantum chemistry calculation of a 12-piece molecular cluster, C5H37N2O11 overall, from the OMol25 dataset.

Values from the calculation:
Net charge: +1
HOMO (eV): -13.27

Each line ends with the Löwdin charge.
Atoms and positions in Å:
N 1.305 -2.199 1.866  0.233
C 0.321 -1.067 1.845  -0.262
C -0.896 -1.441 2.686  -0.335
C -0.490 -1.510 4.179  -0.050
C -1.902 -0.295 2.551  -0.054
C 1.093 0.227 2.103  -0.240
N 2.280 0.201 1.301  0.035
H 2.219 -1.820 2.092  0.147
H 1.350 -2.620 0.893  0.131
H 1.104 -2.912 2.472  0.116
H 0.076 -0.987 0.833  0.118
H -1.318 -2.406 2.461  0.137
H -1.281 -1.165 4.850  0.091
H 0.229 -0.780 4.363  0.047
H -0.341 -2.557 4.509  0.095
H -2.961 -0.632 2.640  0.107
H -1.953 0.046 1.539  0.069
H -1.692 0.513 3.206  0.075
H 1.375 0.244 3.119  0.089
H 0.403 1.028 1.965  0.103
H 2.113 0.523 0.403  0.032
H 3.138 0.806 1.517  0.139
H 0.513 -1.340 -2.686  -0.040
H -0.635 -1.089 -1.806  0.065
O 0.197 -1.606 -1.869  -0.059
H 3.263 -0.975 -1.958  0.024
H 4.092 -2.222 -2.286  0.115
O 3.183 -1.774 -2.522  -0.089
H 0.456 -0.184 -4.822  0.042
H -0.612 0.272 -3.857  0.040
O 0.358 -0.121 -3.905  -0.093
H -2.413 1.078 -3.162  0.068
H -2.610 -0.424 -3.731  0.134
O -2.125 0.479 -3.981  -0.123
H -1.490 -3.091 -1.653  0.009
H -2.901 -3.363 -2.204  0.089
O -2.210 -2.645 -2.083  -0.076
H -3.014 2.683 -1.352  0.056
H -3.944 2.247 -2.487  0.034
O -3.321 1.876 -1.896  -0.069
H 0.548 4.673 -0.503  0.064
H 0.700 4.474 -1.973  0.026
O 0.335 5.076 -1.357  -0.017
H 0.583 3.385 4.312  0.055
H 1.616 2.295 3.724  0.062
O 0.775 2.814 3.546  -0.087
H 2.455 -3.594 -0.912  -0.001
H 1.213 -3.006 -1.346  -0.045
O 1.595 -3.482 -0.677  0.023
H 1.569 1.573 -2.410  0.068
H 1.891 0.179 -2.846  -0.028
O 2.270 0.865 -2.293  -0.093
H -2.496 4.710 -0.075  0.006
H -1.545 4.613 -1.378  0.080
O -2.471 4.429 -0.946  -0.062

***

The following is a quantum chemistry calculation of a 2-piece molecular cluster, CH8OP3 overall, from the OMol25 dataset.

Values from the calculation:
Net charge: +1
HOMO (eV): -13.86

Each line ends with the Löwdin charge.
Atoms and positions in Å:
C -2.253 0.161 0.230  0.036
O 0.625 -0.061 1.782  -0.371
P 1.071 -1.923 -0.331  0.679
P 0.663 2.100 -0.556  0.620
P 0.298 0.006 0.221  0.361
H -2.391 0.840 1.002  -0.021
H -2.586 -0.930 0.363  0.058
H -2.277 0.650 -0.787  0.018
H 0.846 -0.982 2.031  0.052
H 2.296 -1.548 0.403  -0.059
H 1.549 -1.653 -1.518  -0.180
H 0.063 1.518 -1.767  -0.122
H 2.096 1.821 -1.074  -0.070

***

The following is a quantum chemistry calculation of C32H25BrN3O2PRuSbSe4 as an isolated structure, from the OMol25 dataset.

Values from the calculation:
Net charge: -2
<S²>: 8.795
Multiplicity: 6
HOMO (spin up / spin down) (eV): -0.36 / -2.02

Each line ends with the Löwdin charge.
Atoms and positions in Å:
Ru 0.074 1.043 0.408  1.067
C 3.603 5.033 -0.577  -0.038
C 3.183 4.224 0.616  -0.237
C 3.970 4.052 1.746  -0.033
C 3.545 3.222 2.772  -0.120
C 2.333 2.574 2.606  -0.747
Br 1.749 1.350 3.940  0.702
N 1.558 2.726 1.555  -0.015
C 1.972 3.546 0.584  -0.132
H 4.477 5.648 -0.356  0.068
H 2.791 5.678 -0.913  0.089
H 3.836 4.365 -1.409  0.076
H 4.927 4.556 1.823  0.108
H 4.138 3.056 3.660  0.088
H 1.319 3.630 -0.276  0.043
Se -1.723 5.165 -3.633  -0.299
Sb -1.825 2.907 -2.796  -0.368
Se -1.346 2.988 -0.349  0.019
Se -0.184 1.340 -3.851  0.123
Se -3.771 1.509 -3.268  -0.187
N -1.303 0.317 1.506  -0.423
P -2.105 -0.926 0.976  0.763
C -1.544 -1.625 -0.593  -0.306
C -2.269 -1.431 -1.764  -0.108
C -1.739 -1.846 -2.979  -0.121
C -0.493 -2.450 -3.023  -0.099
C 0.239 -2.639 -1.855  -0.074
C -0.283 -2.230 -0.640  -0.105
C -3.878 -0.611 0.762  -0.285
C -4.246 0.691 0.440  -0.101
C -5.577 0.990 0.177  -0.086
C -6.540 -0.003 0.249  -0.097
C -6.176 -1.305 0.575  -0.102
C -4.848 -1.610 0.824  -0.085
C -2.006 -2.306 2.167  -0.275
C -1.690 -1.992 3.485  -0.072
C -1.605 -2.994 4.441  -0.090
C -1.827 -4.317 4.084  -0.107
C -2.123 -4.638 2.766  -0.095
C -2.209 -3.636 1.810  -0.097
H -3.212 -0.901 -1.758  0.042
H -2.286 -1.630 -3.887  0.094
H -0.066 -2.732 -3.977  0.100
H 1.234 -3.065 -1.895  0.102
H 0.305 -2.328 0.264  0.098
H -3.480 1.455 0.358  0.011
H -5.846 1.997 -0.115  0.105
H -7.576 0.230 0.034  0.094
H -6.928 -2.084 0.625  0.091
H -4.570 -2.629 1.068  0.090
H -1.486 -0.956 3.731  0.093
H -1.352 -2.743 5.464  0.096
H -1.754 -5.101 4.829  0.092
H -2.275 -5.672 2.478  0.095
H -2.406 -3.892 0.775  0.108
O 1.645 -0.428 0.838  -0.199
C 2.302 -0.001 -0.190  -0.489
N 1.805 1.131 -0.792  -0.032
C 2.607 1.468 -1.876  -0.518
O 2.493 2.484 -2.576  -0.059
C 3.650 0.445 -1.946  -0.114
C 4.705 0.280 -2.837  -0.043
C 5.554 -0.802 -2.675  -0.132
C 5.350 -1.723 -1.613  -0.139
C 4.318 -1.571 -0.717  -0.053
C 3.451 -0.474 -0.873  -0.129
H 4.837 0.990 -3.645  0.106
H 6.377 -0.957 -3.362  0.073
H 6.027 -2.565 -1.511  0.076
H 4.172 -2.279 0.092  0.099

***

The following is a quantum chemistry calculation of a 10-piece molecular cluster, C14H48N12O10 overall, from the OMol25 dataset.

Values from the calculation:
Structure (SMILES): NC(N)=O.NC(N)=O.NC(N)=O.NC(N)=O.NC(N)=O.NC(N)=O.CCO.CCO.CCO.CCO
HOMO (eV): -8.82

Each line ends with the Löwdin charge.
Atoms and positions in Å:
N 0.681 -4.749 2.103  0.184
C -0.383 -5.021 1.360  -0.735
N -0.040 -5.878 0.412  0.168
O -1.530 -4.697 1.574  0.022
H 1.566 -5.102 1.767  0.104
H 0.553 -4.113 2.877  0.128
H -0.783 -6.382 -0.050  0.126
H 0.947 -6.046 0.278  0.104
N -0.548 3.276 2.407  0.190
C 0.525 2.864 2.891  -0.878
N 1.139 1.989 2.116  0.194
O 0.927 3.124 3.979  0.062
H -0.869 4.227 2.519  0.147
H -0.416 2.956 1.458  0.067
H 0.725 1.615 1.275  0.067
H 2.071 1.778 2.441  0.126
N -4.417 -2.714 1.295  0.202
C -3.537 -1.856 1.641  -0.753
N -2.662 -2.493 2.309  0.173
O -3.634 -0.631 1.580  0.003
H -5.185 -2.328 0.764  0.136
H -4.184 -3.695 1.236  0.126
H -2.603 -3.501 2.285  0.070
H -2.024 -1.974 2.895  0.129
N -0.730 0.142 0.228  0.196
C -0.079 -0.759 -0.447  -0.779
N -0.295 -1.908 0.042  0.212
O 0.643 -0.484 -1.363  0.050
H -0.533 1.088 -0.065  0.057
H -1.560 -0.277 0.624  0.089
H 0.278 -2.639 -0.355  0.113
H -0.885 -2.126 0.832  0.087
N 1.573 3.347 -2.041  0.209
C 0.794 3.619 -1.088  -0.711
N 1.206 4.766 -0.519  0.168
O -0.095 2.898 -0.634  -0.002
H 2.406 3.904 -2.163  0.124
H 1.602 2.480 -2.558  0.115
H 1.862 5.261 -1.107  0.106
H 0.705 5.147 0.271  0.114
N -1.146 1.117 5.458  0.199
C -2.059 0.538 4.841  -0.926
N -2.029 0.825 3.609  0.199
O -2.889 -0.109 5.351  0.076
H -0.580 1.722 4.880  0.083
H -1.068 1.137 6.464  0.135
H -2.715 0.381 3.015  0.075
H -1.485 1.620 3.308  0.071
C 3.706 0.151 -2.919  -0.091
C 3.882 0.933 -4.208  -0.328
O 3.176 0.282 -5.225  -0.083
H 4.413 0.512 -2.172  0.069
H 3.847 -0.929 -2.970  0.073
H 2.747 0.226 -2.406  0.033
H 4.874 0.690 -4.588  0.108
H 3.813 2.019 -4.158  0.100
H 2.255 0.373 -4.973  0.020
C 0.122 1.821 -5.603  -0.078
C -0.455 1.106 -4.423  -0.307
O 0.600 0.272 -4.024  -0.113
H 1.154 2.156 -5.504  0.073
H -0.485 2.718 -5.719  0.074
H -0.056 1.247 -6.513  0.085
H -1.286 0.451 -4.687  0.114
H -0.821 1.666 -3.562  0.112
H 0.459 0.025 -3.107  0.029
C 3.909 -2.493 0.770  -0.070
C 3.732 -3.378 -0.488  -0.318
O 4.190 -4.645 -0.082  -0.084
H 4.971 -2.379 0.991  0.072
H 3.387 -2.879 1.646  0.063
H 3.649 -1.449 0.600  0.064
H 4.257 -3.069 -1.392  0.107
H 2.680 -3.377 -0.773  0.090
H 3.829 -5.224 -0.757  0.078
C -4.246 2.897 1.431  -0.086
C -3.572 2.267 0.208  -0.300
O -4.321 1.138 -0.330  -0.099
H -3.615 3.648 1.907  0.063
H -4.605 2.043 2.006  0.068
H -5.173 3.341 1.067  0.068
H -2.506 2.081 0.341  0.068
H -3.777 3.037 -0.536  0.101
H -3.974 0.385 0.154  0.001